Computed, not measured: C25H27BF3O3 as an isolated structure, with ωB97M-V/def2-TZVPD.

```
59
Properties=species:S:1:pos:R:3:forces:R:3
C 6.723906 1.247282 0.806567 1.117 0.635 0.048
C 5.550590 0.413315 0.988117 -1.565 -1.043 0.081
C 5.229308 -0.581016 1.882148 -0.244 0.422 -0.198
C 3.979882 -1.120106 1.443348 -0.214 0.210 -0.764
C 3.593911 -0.450252 0.285704 1.929 -0.969 -0.742
B 2.920418 -0.786354 -1.145618 1.091 0.572 2.274
O 2.347622 -2.001466 -1.420658 -0.547 0.676 0.058
C 0.978578 -1.484472 -1.234340 -0.144 -0.379 -0.543
C 0.150491 -1.964461 -2.418388 0.056 -0.126 -0.225
C 0.484639 -2.147501 0.056935 -0.106 0.111 0.184
C 1.140680 0.155557 -1.280028 0.550 0.473 -0.046
C 0.181127 0.859408 -2.223177 -0.310 0.123 -0.120
C 1.207533 0.941515 0.058231 -0.435 -0.102 0.362
O 2.487753 0.316771 -1.863203 -0.722 -0.567 -0.081
O 4.557275 0.546167 0.069293 0.506 -0.540 0.296
H 7.627352 0.671388 1.049972 -0.218 0.216 -0.039
H 6.808543 1.595902 -0.227811 -0.080 -0.071 0.213
H 6.696217 2.117012 1.467401 0.085 0.046 -0.086
H 5.831068 -0.895136 2.734935 -0.286 0.138 -0.339
H 3.404789 -1.903649 1.929691 0.304 -0.014 -0.258
H -0.895988 -1.658965 -2.295717 0.116 -0.018 -0.104
H 0.539616 -1.557983 -3.361892 -0.149 -0.196 0.300
H 0.174859 -3.063413 -2.472098 0.096 0.349 0.076
H -0.482567 -2.644217 -0.100673 0.343 0.112 0.064
H 1.218877 -2.908228 0.378189 -0.365 0.410 -0.183
H 0.361486 -1.431893 0.877082 0.209 -0.191 -0.063
H -0.872293 0.601755 -1.995479 0.520 0.079 -0.258
H 0.288493 1.946906 -2.097377 0.061 -0.299 -0.026
H 0.435445 0.622508 -3.265779 -0.301 0.022 0.376
H 0.230120 1.316941 0.343880 0.327 0.102 -0.373
H 1.589076 0.359321 0.908660 -0.084 0.310 -0.393
H 1.866219 1.819676 -0.085519 -0.270 -0.570 -0.023
F -2.937110 3.581923 -3.561562 -0.405 0.368 1.484
C -3.301003 4.065570 -2.323412 -0.427 1.511 -1.718
F -2.646007 5.257666 -2.163798 -0.702 -1.430 0.062
F -4.646074 4.350715 -2.393337 1.620 -0.544 0.308
C -2.967094 3.057484 -1.254564 0.189 0.138 0.146
C -2.128948 3.392754 -0.187895 -0.274 0.012 0.179
C -1.728565 2.400109 0.689182 0.681 -0.238 -0.003
C -2.100639 1.028472 0.506290 0.282 0.134 -0.610
C -1.414321 -0.016624 1.247491 -3.683 0.730 2.402
C -2.167901 -1.202314 1.648621 0.702 -0.932 -0.927
C -2.209671 -1.685741 2.997658 0.206 0.059 -0.526
C -3.103798 -2.704423 3.339365 0.074 0.401 0.089
C -3.919605 -3.311071 2.376585 0.190 0.151 0.017
C -3.733709 -2.986016 1.037093 0.106 0.172 -0.775
C -2.857725 -1.965814 0.668041 -0.516 -0.106 -0.051
C -3.139949 0.803326 -0.452885 -0.047 -0.012 -0.144
C -3.517799 1.787196 -1.354426 -0.199 -0.294 0.225
H -1.811265 4.428272 -0.061090 -0.013 -0.374 0.017
H -1.075347 2.669049 1.528415 -0.111 -0.170 -0.458
H -0.634994 0.305129 1.943498 0.016 -0.058 -0.408
H -1.546470 -1.237303 3.742525 -0.385 -0.105 -0.143
H -3.189298 -3.033448 4.371751 0.124 0.177 -0.143
H -4.675476 -4.057731 2.647273 0.494 0.276 0.011
H -4.272795 -3.542415 0.257047 0.294 0.319 0.414
H -2.674492 -1.766490 -0.399918 -0.121 -0.222 0.716
H -3.683608 -0.130896 -0.520106 0.314 0.097 0.066
H -4.271353 1.580298 -2.120226 0.321 0.019 0.302
```
Forces are in eV/Å.

Its HOMO energy is -10.31 eV. As for the charge: +1.



Computed, not measured: C25H27BrN4ORb as an isolated structure, with ωB97M-V/def2-TZVPD.

```
59
Properties=species:S:1:pos:R:3:forces:R:3
Rb 0.158233 -0.378245 0.235782 0.054 0.119 0.259
Br -0.908919 -5.776614 -5.763555 -0.007 0.022 0.030
C -1.086153 -4.458652 -4.393554 -0.045 -0.076 -0.020
C -2.111427 -4.582712 -3.440863 0.044 0.029 -0.018
C -2.244270 -3.639051 -2.464460 0.005 -0.038 -0.009
C -1.370743 -2.496687 -2.343359 -0.053 0.030 0.004
O -1.540124 -1.664244 -1.416321 0.000 0.008 -0.065
C -0.335567 -2.401770 -3.348779 -0.024 0.005 -0.002
C 0.613738 -1.322370 -3.473875 0.048 0.009 -0.021
N 0.790236 -0.291152 -2.726113 -0.050 -0.032 -0.046
C 1.689902 0.670668 -3.192301 0.027 0.021 0.087
C 1.724932 1.084387 -4.505240 0.004 0.017 -0.030
C 2.631179 2.069884 -4.949406 -0.001 -0.008 -0.013
C 3.501153 2.664509 -4.084934 -0.010 -0.004 0.004
C 3.479566 2.300252 -2.716056 -0.034 -0.043 0.005
C 4.330374 2.894791 -1.756868 0.020 0.026 -0.020
C 4.244309 2.524109 -0.448555 0.012 0.010 0.020
C 3.296774 1.542689 -0.086428 -0.048 -0.052 -0.114
N 2.506058 0.957217 -0.950029 0.037 0.059 0.023
C 2.574127 1.315089 -2.258677 -0.042 -0.022 0.040
C -0.230663 -3.397201 -4.342770 0.032 0.039 0.005
H -2.789084 -5.426136 -3.487376 -0.002 -0.003 0.000
H -3.027137 -3.723699 -1.720666 0.003 0.009 0.002
H 1.268210 -1.435054 -4.351555 0.000 -0.018 0.002
H 1.018145 0.659776 -5.206548 -0.002 -0.006 0.006
H 2.624315 2.356796 -5.994011 -0.006 -0.003 0.001
H 4.197528 3.423108 -4.421907 0.003 0.000 0.009
H 5.040149 3.648349 -2.080321 -0.002 -0.002 0.001
H 4.878772 2.966194 0.308055 -0.005 -0.003 0.002
H 3.186498 1.228144 0.947666 0.025 -0.005 -0.002
H 0.552082 -3.306280 -5.087829 0.002 0.008 0.006
C 0.997754 -0.934794 3.669305 0.014 -0.035 -0.060
C 2.179389 -0.369692 3.138460 -0.010 -0.048 -0.011
C 2.676277 -1.249196 2.155472 -0.109 -0.038 -0.026
C 1.804102 -2.354774 2.076861 -0.051 0.124 -0.031
C 0.765163 -2.158548 3.007734 -0.003 0.073 -0.093
H 0.414488 -0.537258 4.491955 -0.002 -0.003 0.004
H 2.654606 0.543236 3.479103 -0.012 0.013 -0.014
H 3.562065 -1.103334 1.550283 0.038 -0.018 0.041
H 1.885541 -3.179503 1.380123 0.053 -0.050 0.062
H -0.070643 -2.825186 3.176496 0.025 -0.024 0.046
N -0.628246 1.824549 2.731675 0.028 -0.021 0.059
C -1.963440 1.724030 3.326644 -0.008 -0.009 -0.012
C -2.966728 1.213895 2.296538 0.015 0.010 0.004
C -3.279408 2.269961 1.241505 0.013 -0.004 -0.009
C -3.879655 1.712357 -0.041687 0.002 0.010 0.004
N -2.875619 0.961397 -0.785018 0.092 -0.110 0.062
H -0.106885 0.966472 2.915110 0.034 0.008 -0.034
H -0.091474 2.559518 3.174003 -0.008 0.017 -0.021
H -2.280618 2.716778 3.661582 0.006 0.000 0.010
H -1.972642 1.071663 4.207906 0.002 -0.005 0.005
H -3.888268 0.897700 2.796093 -0.002 -0.019 -0.010
H -2.541913 0.317931 1.832547 -0.008 -0.011 0.005
H -2.350674 2.781755 0.977733 -0.008 0.011 0.003
H -3.961369 3.010388 1.674790 0.010 0.009 0.004
H -4.202974 2.547689 -0.667776 -0.005 -0.008 -0.014
H -4.782234 1.127695 0.197057 -0.001 -0.004 -0.007
H -3.157046 0.781304 -1.739431 0.003 0.022 -0.008
H -2.702539 0.041374 -0.393009 -0.089 0.013 -0.105
```
Forces are in eV/Å.

Its HOMO energy is -3.91 eV. As for the charge: -1.



Computed, not measured: C25H27Cl2CoN7O3S as an isolated structure, with ωB97M-V/def2-TZVPD.

```
66
Properties=species:S:1:pos:R:3:forces:R:3
Co 0.581064 0.428333 0.846541 -0.709 -0.309 -0.664
Cl 6.873884 2.421473 -0.322430 0.056 0.034 -0.040
C 5.452349 1.790121 0.426107 -0.202 -0.003 -0.191
C 4.295601 1.714038 -0.310216 0.453 0.145 -0.012
C 3.135784 1.195672 0.289044 -0.532 -0.133 -0.118
N 1.905109 1.075045 -0.263525 0.962 0.129 0.333
C 1.528853 1.593888 -1.509121 -0.783 0.076 -0.613
O 2.299711 2.022174 -2.367410 0.115 0.082 0.138
C 0.084427 1.530399 -1.651594 0.611 -0.100 0.330
C -0.576379 2.215094 -2.673898 -0.427 0.154 -0.312
C -1.943082 2.150492 -2.790622 0.390 0.079 0.019
C -2.637301 1.308214 -1.870709 -0.180 -0.028 0.063
C -1.935569 0.654179 -0.895805 0.123 -0.101 0.017
N -0.601652 0.769408 -0.694947 -0.377 0.465 0.016
C 3.179075 0.749887 1.649138 -0.144 -0.018 0.057
C 4.365305 0.850952 2.381951 0.065 -0.025 -0.038
C 5.488636 1.364261 1.770102 -0.146 -0.077 0.132
Cl 6.944997 1.486560 2.684400 0.026 -0.006 0.023
N 1.966647 0.288508 2.076609 0.503 -0.096 0.564
C 1.693993 -0.157951 3.330476 0.482 0.368 -0.289
O 2.447844 -0.237877 4.286262 -0.100 -0.103 0.077
C 0.260190 -0.569871 3.411467 -0.413 -0.115 -0.097
C -0.207271 -1.249932 4.523360 0.193 0.047 0.108
C -1.509077 -1.707643 4.542232 -0.141 0.097 -0.268
C -2.304863 -1.436956 3.435768 0.004 -0.091 0.311
C -1.771143 -0.727686 2.380544 -0.077 0.228 -0.249
N -0.509593 -0.295393 2.336959 -0.135 -0.416 0.753
H 4.275751 2.050566 -1.333938 -0.040 -0.014 0.008
H 0.035773 2.789837 -3.357793 -0.018 0.025 0.015
H -2.473389 2.695296 -3.558646 0.018 0.008 -0.009
H -3.705691 1.155037 -1.949640 0.024 -0.043 0.005
H -2.463112 -0.041937 -0.255060 0.027 0.069 0.068
H 4.390879 0.531982 3.409954 0.038 -0.007 0.030
H 0.485660 -1.408399 5.338427 -0.002 -0.027 -0.016
H -1.901943 -2.261971 5.383538 0.032 0.003 0.024
H -3.332387 -1.769807 3.388677 0.001 0.023 -0.016
H -2.391427 -0.491270 1.531100 0.048 -0.018 -0.048
C -0.708752 3.997951 3.337850 0.015 -0.056 0.033
C -0.794139 3.140101 2.101431 0.109 0.155 -0.045
N -2.009690 3.053016 1.523797 0.015 -0.245 -0.200
O 0.187640 2.557561 1.655532 -0.076 0.098 0.203
H -1.413867 4.827239 3.308632 0.000 0.008 0.028
H 0.305699 4.373154 3.440826 -0.006 -0.008 -0.024
H -0.931801 3.379216 4.209326 -0.001 0.006 0.002
H -2.811541 3.534937 1.884555 0.048 0.071 0.020
H -2.097047 2.535453 0.659674 -0.032 -0.008 0.003
C -0.068286 -1.558995 -4.737562 -0.064 0.015 0.079
C -0.725976 -1.194123 -3.411314 0.002 0.010 -0.219
N 0.100797 -1.563632 -2.270101 0.121 -0.223 -0.248
C -0.170929 -2.377918 -1.254061 0.110 0.197 0.196
S 0.688442 -2.231747 0.199935 0.095 -0.085 0.076
N -1.153993 -3.301348 -1.340560 -0.227 -0.108 -0.149
C -1.550331 -4.071009 -2.516556 -0.088 -0.015 -0.083
C -3.047476 -4.346211 -2.506179 0.129 0.051 -0.047
H -0.675160 -1.199142 -5.569241 0.001 -0.003 0.001
H 0.059641 -2.637719 -4.841125 0.042 0.006 -0.019
H 0.914068 -1.091262 -4.809575 0.006 -0.011 -0.011
H -1.706173 -1.657715 -3.313388 0.004 0.148 0.072
H -0.872794 -0.113074 -3.369016 -0.029 -0.163 0.008
H 0.864441 -0.933617 -2.074811 0.005 0.024 0.035
H -1.267438 -3.796628 -0.470787 0.055 0.007 0.087
H -1.002730 -5.018265 -2.524733 0.050 0.022 -0.035
H -1.274687 -3.526891 -3.415539 0.040 -0.181 0.089
H -3.329826 -4.900219 -1.609624 -0.038 0.002 -0.011
H -3.324034 -4.940360 -3.377344 -0.026 -0.025 0.029
H -3.611737 -3.413449 -2.527314 -0.008 0.007 0.015
```
Forces are in eV/Å.

Its spin multiplicity is 4. Its HOMO energy (alpha / beta) is -5.17 / -8.01 eV. The expectation value of S² is 3.7963.



Which energy relative to the best compared isomer or geometry (same formula, charge and spin) belongs to each record? In order, 28.7 20.9 123.2 kJ/mol.